{"formula": "C64H166N18O24", "method": "wB97M-V/def2-TZVPD", "charge": 0, "relative_energy_kcal_mol": 42.7, "total_energy_ha": -5329.00509, "max_force_ev_per_a": 4.2, "homo_ev": -8.080, "orbital_gap_ev": 8.59, "species": ["C", "O", "N", "N", "H", "H", "H", "H", "C", "O", "N", "N", "H", "H", "H", "H", "C", "O", "N", "N", "H", "H", "H", "H", "C", "O", "N", "N", "H", "H", "H", "H", "C", "O", "C", "C", "N", "C", "C", "O", "C", "H", "H", "H", "H", "H", "H", "H", "H", "H", "H", "H", "H", "H", "H", "H", "C", "O", "C", "C", "N", "C", "C", "O", "C", "H", "H", "H", "H", "H", "H", "H", "H", "H", "H", "H", "H", "H", "H", "H", "C", "O", "C", "C", "N", "C", "C", "O", "C", "H", "H", "H", "H", "H", "H", "H", "H", "H", "H", "H", "H", "H", "H", "H", "C", "O", "C", "C", "N", "C", "C", "O", "C", "H", "H", "H", "H", "H", "H", "H", "H", "H", "H", "H", "H", "H", "H", "H", "C", "O", "C", "C", "N", "C", "C", "O", "C", "H", "H", "H", "H", "H", "H", "H", "H", "H", "H", "H", "H", "H", "H", "H", "C", "O", "C", "C", "N", "C", "C", "O", "C", "H", "H", "H", "H", "H", "H", "H", "H", "H", "H", "H", "H", "H", "H", "H", "C", "O", "C", "C", "N", "C", "C", "O", "C", "H", "H", "H", "H", "H", "H", "H", "H", "H", "H", "H", "H", "H", "H", "H", "C", "O", "C", "C", "N", "C", "C", "O", "C", "H", "H", "H", "H", "H", "H", "H", "H", "H", "H", "H", "H", "H", "H", "H", "C", "O", "C", "C", "N", "C", "C", "O", "C", "H", "H", "H", "H", "H", "H", "H", "H", "H", "H", "H", "H", "H", "H", "H", "C", "O", "C", "C", "N", "C", "C", "O", "C", "H", "H", "H", "H", "H", "H", "H", "H", "H", "H", "H", "H", "H", "H", "H"], "coordinates": [[13.185, -34.436, 4.301], [13.892, -33.446, 3.964], [11.884, -34.256, 4.763], [13.742, -35.647, 4.315], [11.668, -33.296, 4.946], [11.326, -35.007, 5.117], [14.745, -35.600, 4.277], [13.407, -36.359, 4.912], [16.754, -28.378, 9.873], [15.901, -27.645, 10.356], [16.603, -29.184, 8.773], [18.060, -28.380, 10.370], [17.299, -29.666, 8.216], [15.681, -29.530, 8.626], [18.745, -29.132, 10.195], [18.349, -27.842, 11.181], [11.240, -27.165, 5.584], [11.250, -27.102, 6.791], [12.410, -26.738, 4.831], [10.216, -27.568, 4.747], [13.263, -26.497, 5.270], [12.272, -26.828, 3.827], [9.219, -27.606, 5.031], [10.259, -27.202, 3.855], [5.626, -32.141, 8.574], [5.929, -32.034, 7.380], [6.525, -31.967, 9.590], [4.276, -32.370, 8.854], [6.404, -32.404, 10.466], [7.425, -32.116, 9.188], [3.908, -32.099, 9.732], [3.777, -31.966, 8.154], [11.538, -37.522, 10.476], [12.408, -36.500, 10.991], [12.100, -35.274, 10.256], [13.112, -34.893, 9.203], [13.042, -35.898, 8.124], [13.979, -37.021, 8.388], [13.685, -38.276, 7.510], [13.725, -38.059, 6.106], [13.792, -39.248, 5.307], [11.906, -38.481, 10.835], [11.613, -37.557, 9.379], [10.519, -37.324, 10.772], [12.234, -34.528, 11.033], [11.077, -35.308, 9.857], [14.080, -34.851, 9.702], [12.882, -33.896, 8.750], [13.309, -35.417, 7.266], [13.743, -37.298, 9.408], [14.978, -36.663, 8.385], [12.669, -38.587, 7.883], [14.444, -39.016, 7.821], [14.337, -39.999, 5.813], [14.401, -38.935, 4.459], [12.807, -39.649, 5.046], [11.050, -36.810, 2.072], [10.086, -36.965, 3.164], [9.323, -35.852, 3.388], [8.532, -35.999, 4.632], [9.388, -36.007, 5.814], [9.834, -37.302, 6.414], [8.908, -37.698, 7.573], [9.087, -36.691, 8.571], [8.074, -36.675, 9.582], [11.967, -37.097, 2.569], [11.029, -35.769, 1.764], [10.716, -37.444, 1.264], [8.657, -35.599, 2.528], [9.977, -35.052, 3.522], [7.809, -36.814, 4.412], [7.839, -35.154, 4.680], [9.129, -35.311, 6.489], [10.816, -37.142, 6.829], [9.756, -38.066, 5.651], [9.193, -38.648, 7.997], [7.924, -37.817, 7.307], [8.227, -35.826, 10.224], [7.955, -37.695, 10.128], [7.100, -36.507, 9.110], [15.001, -22.179, 13.296], [14.394, -21.729, 12.097], [13.230, -22.473, 11.810], [13.563, -23.891, 11.317], [12.413, -24.434, 10.632], [12.304, -25.911, 10.515], [10.798, -26.259, 10.727], [10.559, -27.604, 10.522], [9.377, -27.776, 9.764], [15.223, -23.281, 13.235], [14.284, -22.062, 14.129], [15.933, -21.635, 13.462], [12.574, -21.944, 11.112], [12.650, -22.511, 12.769], [13.831, -24.571, 12.113], [14.473, -23.774, 10.710], [12.373, -24.155, 9.680], [12.842, -26.364, 11.318], [12.745, -26.306, 9.570], [10.296, -25.712, 9.996], [10.503, -25.880, 11.750], [8.518, -27.242, 10.100], [9.052, -28.827, 9.978], [9.631, -27.772, 8.720], [7.188, -27.121, 1.441], [7.301, -27.624, 2.696], [6.026, -27.574, 3.402], [6.228, -28.364, 4.695], [7.251, -27.736, 5.516], [7.393, -28.440, 6.805], [6.160, -28.570, 7.719], [5.569, -27.300, 7.764], [4.301, -27.152, 8.311], [6.252, -27.275, 0.875], [7.953, -27.527, 0.821], [7.278, -26.052, 1.437], [5.184, -28.011, 2.787], [5.637, -26.576, 3.570], [6.597, -29.346, 4.463], [5.189, -28.387, 5.126], [7.059, -26.713, 5.619], [8.170, -27.912, 7.324], [7.763, -29.426, 6.547], [6.429, -28.979, 8.672], [5.468, -29.263, 7.276], [4.067, -26.079, 8.290], [4.292, -27.458, 9.367], [3.533, -27.778, 7.772], [11.057, -27.530, 1.249], [10.714, -26.532, 2.107], [10.461, -25.309, 1.410], [10.012, -24.309, 2.430], [8.649, -24.424, 2.988], [8.334, -23.285, 3.898], [6.852, -23.300, 4.203], [6.531, -24.462, 4.989], [5.094, -24.449, 5.382], [12.108, -27.499, 0.922], [10.349, -27.503, 0.393], [10.957, -28.464, 1.829], [9.714, -25.502, 0.608], [11.333, -24.977, 0.836], [10.102, -23.247, 2.004], [10.710, -24.335, 3.225], [8.548, -25.282, 3.500], [8.498, -22.369, 3.348], [8.860, -23.245, 4.874], [6.212, -23.218, 3.321], [6.685, -22.426, 4.861], [4.926, -25.244, 6.121], [4.572, -24.649, 4.433], [4.776, -23.524, 5.901], [17.197, -29.493, 15.231], [16.708, -30.062, 13.977], [15.617, -29.384, 13.401], [14.696, -30.292, 12.635], [14.024, -31.204, 13.611], [13.289, -32.255, 12.919], [12.755, -33.340, 13.888], [11.634, -32.796, 14.516], [10.912, -33.738, 15.306], [16.437, -29.558, 16.023], [17.506, -28.433, 15.184], [18.136, -30.058, 15.353], [15.810, -28.541, 12.704], [14.981, -28.993, 14.215], [15.257, -30.915, 11.933], [14.016, -29.705, 12.010], [13.579, -30.630, 14.355], [14.020, -32.804, 12.274], [12.525, -31.758, 12.245], [13.578, -33.599, 14.591], [12.468, -34.256, 13.403], [11.495, -34.221, 16.141], [10.623, -34.667, 14.722], [10.009, -33.312, 15.854], [11.690, -28.217, 14.137], [11.869, -29.053, 15.244], [10.710, -29.806, 15.529], [11.068, -30.661, 16.750], [11.333, -29.759, 17.835], [11.555, -30.370, 19.132], [12.228, -31.778, 19.258], [13.514, -31.792, 18.625], [13.783, -32.933, 17.836], [11.580, -28.836, 13.253], [12.526, -27.502, 14.134], [10.738, -27.585, 14.274], [10.289, -30.438, 14.668], [9.859, -29.129, 15.744], [11.897, -31.234, 16.530], [10.306, -31.346, 16.998], [12.049, -29.168, 17.523], [10.667, -30.490, 19.752], [12.150, -29.754, 19.776], [11.503, -32.573, 18.865], [12.363, -31.956, 20.322], [13.398, -32.921, 16.828], [13.520, -33.853, 18.385], [14.918, -32.812, 17.738], [9.610, -32.593, 7.098], [9.239, -32.307, 8.526], [10.332, -31.847, 9.266], [9.873, -31.728, 10.707], [9.479, -33.009, 11.325], [8.843, -32.718, 12.587], [8.140, -33.994, 12.992], [6.987, -34.090, 12.155], [6.333, -35.337, 12.331], [10.137, -31.685, 6.809], [8.749, -32.622, 6.462], [10.222, -33.549, 7.042], [10.579, -30.776, 9.067], [11.167, -32.517, 9.067], [9.076, -30.975, 10.644], [10.694, -31.380, 11.357], [8.752, -33.403, 10.702], [8.066, -31.956, 12.505], [9.538, -32.305, 13.301], [7.882, -34.036, 14.044], [8.722, -34.908, 12.875], [5.918, -35.420, 13.398], [7.063, -36.094, 12.136], [5.526, -35.326, 11.631], [15.350, -26.866, 6.922], [14.618, -25.791, 6.399], [14.882, -24.591, 6.987], [13.692, -23.678, 6.728], [12.543, -24.197, 7.429], [11.376, -23.434, 6.975], [10.147, -24.026, 7.622], [8.995, -23.190, 7.261], [7.850, -23.807, 7.836], [14.944, -27.781, 6.382], [15.152, -27.060, 7.983], [16.470, -26.749, 6.715], [15.826, -24.178, 6.499], [15.002, -24.784, 8.115], [13.556, -23.615, 5.615], [13.935, -22.707, 7.104], [12.321, -25.121, 7.121], [11.368, -23.517, 5.867], [11.476, -22.390, 7.229], [10.279, -23.923, 8.686], [10.103, -25.115, 7.405], [7.819, -24.742, 7.378], [7.022, -23.228, 7.643], [7.858, -23.868, 8.930], [13.129, -29.247, 9.344], [13.969, -30.121, 8.640], [13.282, -30.963, 7.752], [13.346, -30.290, 6.339], [12.625, -31.185, 5.408], [12.147, -30.510, 4.193], [11.141, -31.341, 3.245], [10.002, -32.012, 3.954], [8.910, -31.183, 4.223], [12.495, -28.691, 8.642], [13.736, -28.578, 9.833], [12.560, -29.789, 10.146], [12.236, -31.134, 8.056], [13.727, -31.993, 7.760], [14.378, -30.020, 5.920], [12.830, -29.364, 6.491], [13.175, -31.965, 5.092], [12.968, -30.219, 3.567], [11.497, -29.669, 4.409], [11.796, -32.058, 2.830], [10.754, -30.695, 2.434], [9.162, -30.287, 4.822], [8.171, -31.787, 4.748], [8.371, -30.859, 3.272]], "atomic_forces_ev_per_a": [[-0.24, 3.12, 0.81], [-1.26, -1.13, 0.18], [2.41, -0.50, -1.02], [0.58, -0.80, -0.53], [-0.60, 0.25, 0.12], [-0.44, -0.28, 0.28], [0.10, -0.01, -0.23], [-0.59, -0.87, 0.68], [2.02, 0.19, 0.24], [-0.06, -0.69, -0.37], [-0.13, 0.09, -0.01], [1.13, -0.59, 0.14], [0.27, 0.46, 0.86], [-0.95, -0.12, -0.25], [-1.18, 0.58, -0.20], [-0.85, 0.08, -0.35], [2.05, 1.29, -2.49], [-0.48, -0.45, 1.07], [-3.92, -1.42, -0.19], [-0.53, -0.53, 2.54], [0.74, 0.30, 0.49], [0.69, 0.26, 0.44], [0.67, -0.13, 0.52], [0.38, 0.73, -2.28], [-0.72, 0.36, -1.18], [0.29, -0.05, 1.09], [-0.53, 0.13, -1.28], [2.17, -1.08, 1.83], [-0.46, -0.60, 1.05], [1.18, 0.14, -0.04], [0.01, 0.16, 1.07], [-1.90, 0.94, -2.56], [1.19, -0.05, -0.24], [-0.84, 0.14, -1.41], [0.54, 0.53, 1.44], [-0.86, -0.73, -0.74], [0.85, 0.15, -0.52], [-1.90, 0.01, -0.95], [-0.29, 0.65, 1.35], [-0.09, -0.01, 0.57], [-0.09, 1.36, -0.04], [-0.16, -0.06, 0.35], [-0.35, 0.12, 0.29], [-0.38, -0.12, 0.10], [-0.70, 0.49, 0.15], [0.25, 0.10, 0.18], [0.42, 0.11, -0.16], [0.06, -0.71, 0.62], [-0.01, -0.37, -0.03], [0.29, -0.41, 0.17], [1.33, 0.07, -0.33], [0.74, -0.17, -0.78], [-0.34, -0.08, -0.29], [0.64, -0.96, 0.72], [-0.43, -0.32, -0.39], [0.08, 0.29, -0.13], [-1.44, 0.05, 1.86], [0.97, -1.63, -0.89], [-1.20, 0.59, -1.02], [-1.08, 0.02, 0.07], [0.39, -1.06, -0.48], [-2.08, 1.21, 0.19], [2.89, 0.73, 0.87], [-0.69, 0.08, 0.61], [-0.50, -1.77, -0.86], [0.56, -0.01, -0.74], [0.42, 0.12, -0.16], [0.30, -0.28, -0.33], [0.13, -0.27, 0.28], [0.95, 1.86, 0.06], [0.52, -0.41, 0.98], [0.27, 0.29, 0.16], [-0.22, -0.19, 0.37], [0.57, -0.31, -0.07], [0.50, -0.07, -0.21], [0.44, -0.68, 0.24], [-2.66, 0.19, -0.94], [0.48, 0.07, 0.49], [0.59, 1.65, -0.56], [-0.11, -0.01, -0.08], [-0.36, -1.09, -0.21], [0.35, 0.31, -0.13], [-0.45, -0.43, 1.48], [-0.06, 0.56, -0.53], [-0.35, -1.47, 0.32], [-0.60, 0.60, 0.39], [2.33, 0.72, 1.09], [-0.65, -0.54, 0.33], [0.45, -3.30, 0.74], [0.05, 0.90, 0.07], [0.38, 0.17, -0.03], [-0.26, 0.04, -0.02], [0.53, 0.00, -0.21], [0.05, -0.25, -0.64], [-0.02, -0.06, 0.44], [-0.05, -0.18, -0.24], [0.15, 0.94, -0.95], [0.64, -0.42, 0.62], [-0.61, 0.22, 0.40], [-1.18, 1.23, -1.11], [0.15, -0.48, -0.88], [-0.37, 1.25, 0.00], [0.29, 0.46, -0.30], [-0.21, 0.69, -0.62], [-0.56, 1.12, -1.95], [-1.88, -0.63, 1.80], [0.42, -1.39, -0.56], [-0.91, 1.56, -0.61], [-0.84, 0.66, 0.65], [-0.08, 0.48, -0.33], [0.02, 0.36, -1.60], [0.63, 0.94, -0.14], [-0.58, -0.71, 0.32], [-0.16, -0.63, 0.58], [0.86, -0.37, -0.46], [0.31, 0.91, 0.05], [1.04, -0.18, 0.31], [0.64, 0.65, 0.28], [-0.23, -0.68, -0.15], [0.83, -0.31, 0.21], [0.05, -1.15, 0.17], [0.44, 0.16, 0.44], [0.08, -0.40, 0.26], [0.31, -0.04, 0.90], [-0.53, -0.58, -0.30], [-0.16, -0.37, -0.20], [-0.09, -0.04, -0.02], [0.52, 0.67, 0.32], [0.00, -1.99, -0.64], [-0.15, 1.96, 0.49], [-0.87, -0.49, -0.39], [-0.82, 2.26, -0.48], [0.44, 0.87, -0.31], [-0.62, -1.18, -0.47], [0.05, 0.16, 1.51], [-1.58, 0.40, 0.43], [1.61, -0.30, -0.50], [-0.19, 0.30, -0.24], [0.58, -0.49, 0.14], [-0.12, 0.11, -0.51], [-0.05, 0.08, 0.59], [0.36, 0.08, 0.48], [-0.19, -1.46, 0.33], [1.17, -0.04, 0.95], [-0.02, -0.47, 0.19], [0.33, 0.34, -0.13], [0.10, -0.20, -0.57], [0.08, -0.18, -0.13], [-0.23, -0.02, -0.32], [0.30, -0.10, -0.49], [-0.44, 0.28, 0.61], [0.35, -0.08, -0.67], [0.25, -0.31, -1.50], [0.46, 0.95, 0.50], [-1.15, 0.82, 0.14], [-0.03, -1.48, 1.04], [0.81, 0.75, -0.47], [0.07, -0.13, 0.10], [0.69, 1.14, -0.51], [-1.37, -0.31, 1.57], [-0.29, -1.40, 0.84], [0.33, -0.44, -0.08], [-0.31, -0.19, -0.48], [-0.62, 0.07, 0.73], [0.80, -0.22, 0.58], [0.18, 0.28, -0.02], [0.14, -0.06, 0.03], [-0.22, 0.20, 0.18], [-0.28, -0.97, -0.99], [-0.42, 0.60, 0.24], [0.22, -1.11, 0.57], [-0.39, 0.27, -0.10], [-0.09, -0.50, -0.70], [0.13, 0.81, -0.60], [-0.06, 1.19, 0.11], [1.10, -0.10, -1.28], [-1.16, 1.40, 0.57], [-0.17, -0.48, 0.13], [-1.13, -1.01, -0.24], [-1.13, 2.04, -0.56], [-1.20, -0.88, 1.35], [0.67, -1.09, 0.47], [-0.80, 0.21, -1.35], [-1.44, 0.01, 0.04], [2.68, 0.43, 0.93], [0.17, 0.24, -0.56], [-0.15, -0.46, -0.43], [1.10, -0.82, -0.30], [1.22, 0.62, 0.73], [0.42, -0.03, 0.28], [1.98, -1.36, -0.79], [-1.35, -0.65, 0.31], [1.29, 0.93, 0.09], [-0.75, 0.08, -0.41], [0.59, 0.88, -0.06], [1.18, 0.80, 0.22], [-0.04, -0.16, 0.25], [-0.63, 0.17, -0.27], [0.16, 0.16, -0.38], [-1.40, -0.90, -0.09], [0.82, 0.37, 2.10], [-0.55, -0.82, -2.05], [-0.24, 0.73, 0.75], [0.94, -1.08, 0.22], [-0.51, 1.05, -1.52], [-0.56, -0.89, 0.01], [-0.28, 0.00, 0.36], [0.01, 0.01, 0.39], [-0.28, 1.25, 1.66], [0.61, -0.41, -0.44], [-0.76, -0.41, 0.29], [-0.54, 1.30, 0.06], [0.12, -0.65, -0.70], [0.35, 0.08, 0.40], [-0.19, -0.05, 0.53], [-0.26, 0.44, -0.49], [0.57, 0.06, 0.49], [-0.35, 0.25, -0.14], [0.51, -0.37, 0.31], [-0.54, 0.41, 0.44], [0.58, 0.07, -0.45], [0.57, -0.06, -1.37], [0.13, -0.99, -0.05], [-0.51, -0.38, -0.40], [0.51, -1.61, -1.02], [-0.57, -1.67, -0.73], [1.12, 1.40, 1.20], [0.99, -1.19, -0.42], [-0.67, 1.31, -0.05], [0.05, -0.70, -0.52], [-0.23, 1.28, -0.53], [1.00, -1.25, 0.72], [1.80, 0.53, 0.81], [0.80, 0.97, 0.51], [0.19, 0.46, -0.01], [-1.36, -0.21, 0.38], [-0.81, -0.10, 0.96], [0.10, 0.72, -1.37], [-0.07, 0.03, 0.62], [0.03, 0.80, 0.19], [0.42, -1.08, -0.11], [-0.53, 0.23, 0.26], [0.04, 0.41, 0.17], [0.01, -0.07, 0.69], [-0.67, 0.58, -0.27], [-0.84, -1.91, -0.39], [-1.94, 1.26, -0.98], [0.61, -0.23, 0.07], [-1.81, -1.29, -0.25], [0.39, -0.73, 0.39], [0.65, -0.48, -1.34], [0.29, -1.82, -0.35], [-1.20, 1.12, -0.32], [-2.43, -0.65, -0.18], [-0.18, 0.47, 2.06], [2.18, 0.58, -1.05], [-0.93, 0.74, -1.03], [-0.31, -0.14, 0.30], [1.50, 1.73, 1.13], [0.05, 0.38, -0.86], [0.55, 0.54, -0.39], [0.08, 0.88, -0.09], [-0.93, -0.53, 1.04], [-0.55, 0.65, -0.39], [0.76, -0.21, 0.09], [0.49, 0.43, -0.66], [0.59, 0.57, 0.70], [-0.04, -1.52, -0.63], [0.08, -0.15, 0.50], [-0.04, -0.29, -0.24], [0.05, 0.06, 0.17], [0.79, -0.09, 0.86]], "mulliken_charge": [0.233, -0.776, 1.817, -0.084, -0.859, -0.475, 0.308, -0.039, 0.481, -0.444, -0.191, -0.496, 0.228, 0.269, 0.147, 0.247, 0.255, -0.002, 0.541, 1.515, 0.115, 0.047, -0.793, -0.210, 0.536, -0.590, -0.031, -0.542, 0.214, 0.013, 0.202, 0.282, -0.534, -0.565, 1.221, 0.340, 0.351, -1.075, -0.687, -0.295, -0.989, 0.299, -0.003, 0.319, -0.510, -0.268, 0.462, -1.144, -0.157, 0.503, 0.621, 0.343, 0.498, 0.469, 0.266, 0.250, -0.629, -0.372, 0.454, -1.217, 0.818, -0.282, -1.410, 0.381, -0.857, 0.160, 0.289, 0.274, 0.390, -0.219, 0.229, 0.484, -0.317, -0.175, 0.549, 0.484, 0.577, -0.242, 0.336, 0.533, -0.609, -0.425, -0.550, -0.494, -0.100, 0.558, -0.241, 0.304, -0.002, 0.240, 0.276, 0.274, 0.319, 0.265, 0.419, 0.283, -0.033, 0.374, -0.578, -0.367, -0.035, 0.717, -0.569, -0.105, -0.992, 0.008, -0.849, -0.489, 1.853, 0.401, -1.598, 0.159, -1.095, 0.397, 0.160, 0.313, 0.499, 0.165, 0.153, 0.192, -0.956, -0.453, -0.056, 0.790, 0.337, 0.216, 0.348, 0.351, -0.704, -0.178, -0.992, -0.336, 0.075, -0.187, -1.114, 0.240, -0.728, 0.248, 0.396, -0.060, 0.398, 0.467, 0.515, -0.020, -0.193, 0.721, -0.291, 0.394, 0.443, -0.216, 0.373, 0.451, -0.680, -0.382, -0.771, 0.185, -0.078, -0.001, -0.841, 0.634, -1.010, 0.222, 0.287, 0.279, 0.325, 0.311, 0.615, -0.574, 0.059, 0.367, -0.206, 0.313, 0.460, 0.250, 0.275, 0.266, -0.772, -0.396, -0.022, -0.751, -0.328, -1.084, -0.392, -0.324, -0.352, 0.109, 0.347, 0.397, -0.284, 0.710, 0.152, 0.619, 0.363, 0.340, 0.467, 0.240, 0.433, -0.020, 0.342, 0.213, 0.393, -0.747, 1.844, -1.908, 0.780, 1.106, -1.199, -0.224, -0.852, 0.080, 0.432, -0.566, -0.254, -0.146, 0.644, -0.829, 0.035, 0.380, -1.295, 0.627, 0.328, 0.221, 0.389, 0.285, -0.212, -0.582, -0.417, -0.730, 0.554, -0.881, -0.126, -0.562, -0.374, -0.047, -0.052, 0.264, 0.325, 0.152, 0.258, 0.518, -0.612, 0.060, 0.638, 0.510, 0.068, -0.162, 0.453, 0.324, 0.803, -0.267, 0.042, 0.096, 0.683, 0.360, -1.562, -0.126, -0.920, 0.034, 0.172, -0.783, -0.518, 0.450, 0.049, -1.017, 0.096, 0.571, -0.728, 0.449, 0.502, 0.243, 0.418, 0.406]}